{
  "formula": "C48H56BN15O3S2",
  "method": "ωB97M-V/def2-TZVPD",
  "species": ["C", "C", "O", "C", "N", "N", "H", "H", "C", "C", "N", "H", "H", "H", "N", "C", "H", "H", "C", "C", "H", "H", "C", "C", "H", "C", "C", "H", "C", "C", "N", "C", "N", "B", "H", "N", "C", "N", "C", "H", "S", "H", "C", "H", "H", "H", "C", "C", "H", "C", "H", "H", "H", "H", "H", "H", "C", "C", "C", "C", "C", "H", "H", "H", "H", "H", "N", "H", "C", "C", "H", "O", "C", "H", "C", "C", "H", "H", "C", "H", "H", "C", "H", "C", "N", "C", "C", "C", "O", "C", "H", "H", "H", "H", "C", "N", "H", "H", "C", "H", "C", "H", "H", "H", "C", "C", "H", "H", "H", "N", "C", "C", "H", "H", "H", "H", "N", "C", "S", "C", "N", "H", "C", "H", "N"],
  "xyz": [[-0.570, -5.070, 5.452], [-0.383, -4.694, 4.005], [-1.327, -7.083, 2.072], [-5.210, 2.000, 5.346], [7.002, 3.577, -2.865], [10.412, 4.477, -4.616], [3.796, -5.328, -2.033], [-0.780, -4.686, -1.280], [0.204, 4.367, 2.068], [-0.988, -0.706, 0.128], [-5.786, 8.905, -4.542], [8.563, 4.542, -0.272], [9.349, 3.606, -7.480], [-4.187, 0.139, 2.177], [3.572, -3.809, 0.747], [8.799, 3.671, -6.541], [-2.133, -4.505, -0.077], [3.307, -8.089, 8.238], [3.223, 1.999, -0.690], [-4.946, 5.871, -0.985], [-5.424, -3.951, -3.292], [0.978, 5.132, 2.348], [4.506, -4.642, -1.573], [4.704, 2.113, -0.495], [8.973, 2.828, -0.488], [-3.964, -0.651, 1.401], [-1.018, -4.414, -0.213], [-1.497, -5.594, 5.793], [5.388, 1.528, 0.694], [-3.493, 0.143, 0.104], [3.242, -1.047, -4.524], [0.455, -0.393, 0.177], [-1.474, -5.039, 3.088], [0.524, 3.673, 0.626], [3.939, 1.967, -5.248], [-4.236, 6.215, -0.145], [1.741, -4.005, 6.127], [-7.060, 2.686, -2.140], [9.705, 4.124, -5.457], [0.166, 3.514, 2.816], [-5.517, -1.612, 1.181], [-5.344, 0.120, -2.869], [1.908, -3.659, 4.660], [0.264, -5.048, 7.567], [4.475, 1.722, -3.573], [5.142, 0.398, 2.641], [0.926, 1.043, 0.315], [2.473, 1.292, 0.359], [-6.675, 6.139, -2.183], [0.914, -2.637, -0.020], [-3.744, -0.399, -0.860], [5.351, 2.623, -1.283], [-6.935, -0.474, -2.354], [0.769, -5.053, 1.084], [2.496, -3.716, 6.919], [7.979, 4.379, -6.657], [-5.682, 1.486, 4.035], [0.871, -3.996, 3.635], [-5.350, -0.760, -6.098], [4.617, 0.838, 1.760], [-1.041, -5.900, 1.991], [-3.819, 8.141, -2.168], [-3.294, -0.885, -6.601], [4.660, -3.790, -2.236], [5.455, -5.156, -1.426], [2.762, 2.035, -3.921], [-6.047, 1.087, 3.019], [-2.981, 9.378, -3.128], [-3.933, 9.099, -2.677], [3.145, -6.214, 7.265], [2.720, 2.433, -1.586], [1.263, 4.354, -0.357], [-6.420, 0.269, -2.962], [-3.240, 3.213, 1.716], [3.666, 1.544, -4.282], [-5.860, 5.424, -2.065], [-4.218, 1.605, 5.563], [-4.218, 9.857, -1.949], [0.414, -4.765, 6.488], [8.392, 2.691, -6.297], [-1.927, -4.184, 2.754], [3.959, -7.299, 7.865], [-0.027, -6.345, 0.118], [3.979, -4.173, -0.266], [-5.017, -4.733, -1.288], [-0.023, 2.151, 0.428], [-1.952, 0.469, 0.204], [7.816, 3.668, -2.051], [-5.540, -2.536, -1.570], [-0.233, -5.415, 0.733], [-6.278, 4.444, -1.815], [4.551, -6.905, 8.690], [1.153, 5.317, -0.275], [-4.144, -2.443, -6.552], [-4.045, -1.470, -6.071], [1.433, -1.382, 0.078], [-3.111, -1.254, 1.816], [2.858, -3.118, 4.398], [-6.780, 1.631, -2.502], [-5.897, 1.690, 6.133], [-5.353, -2.764, -0.195], [9.806, 4.069, -1.449], [2.557, 0.190, 2.344], [4.629, -7.715, 7.112], [-4.977, 8.990, -3.728], [8.855, 3.784, -0.998], [-0.849, 4.787, 2.061], [-5.163, 3.088, 5.321], [1.638, -3.503, -0.083], [-5.045, -4.097, -0.107], [-0.563, -2.903, -0.048], [3.426, 0.084, -4.419], [-3.723, -1.613, -5.039], [-4.118, 1.088, 0.074], [-6.709, 0.139, -4.007], [6.502, 1.630, 0.750], [-6.360, -0.210, -6.120], [-5.333, -3.736, -2.201], [-2.639, 3.310, 0.477], [-1.531, 1.864, 0.361], [-1.562, -1.974, 0.015], [1.068, -3.689, 2.580], [3.160, 0.728, 1.565], [-5.313, 5.350, -3.005], [2.510, -5.371, 6.804]],
  "homo_lumo_gap_ha": 0.21640,
  "total_charge": 0,
  "lumo_energy_ev": -0.4
}